# 1
Formula: C34H33N7O2STeTi
Source: OMol25
Level of theory: the ωB97M-V functional and the def2-TZVPD basis

DFT total energy = -91563.900 eV
⟨S²⟩ = 2.038
Multiplicity = 3
Lowest unoccupied orbital energy (spin up / spin down) = -0.019 / -0.020 hartree

Each line ends with the Löwdin spin population.
Atoms and positions in Å:
Ti  -0.369  0.258  0.525  1.07
N  -2.049  0.051  -0.957  0.01
C  -1.850  -1.378  -0.919  0.03
C  -2.894  -2.290  -0.778  0.11
C  -2.615  -3.647  -0.856  0.01
C  -1.325  -4.103  -1.080  0.10
C  -0.248  -3.205  -1.183  0.01
C  1.102  -3.574  -1.380  0.23
C  2.087  -2.574  -1.442  0.05
C  1.750  -1.256  -1.272  0.16
N  0.458  -0.848  -1.097  0.12
C  -0.526  -1.814  -1.079  0.03
H  -2.991  0.318  -0.702  0.00
H  -1.810  0.434  -1.867  0.00
H  -3.905  -1.936  -0.625  0.01
H  -3.424  -4.359  -0.756  0.00
H  -1.129  -5.165  -1.159  0.00
H  1.359  -4.618  -1.504  0.01
H  3.124  -2.833  -1.609  0.00
H  2.497  -0.473  -1.261  0.01
C  1.433  4.104  -6.523  0.00
O  2.136  3.382  -5.530  0.00
C  2.521  4.060  -4.421  0.00
C  2.276  5.411  -4.202  0.00
C  2.731  6.002  -3.030  0.00
C  3.374  5.259  -2.054  0.00
C  3.643  3.910  -2.295  0.00
C  3.225  3.321  -3.468  0.00
N  3.799  5.997  -0.896  0.00
N  3.687  5.548  0.251  0.00
C  3.073  4.273  0.499  0.00
C  3.817  3.294  1.097  0.00
C  3.297  2.010  1.352  0.00
C  1.987  1.716  1.059  0.00
O  1.414  0.542  1.271  0.00
C  1.193  2.745  0.476  0.01
N  -0.089  2.388  0.164  0.00
C  -0.897  3.286  -0.354  0.01
C  -0.491  4.609  -0.592  0.00
C  0.797  4.975  -0.323  0.01
C  1.702  4.027  0.211  0.00
H  1.213  3.393  -7.314  0.00
H  2.041  4.917  -6.928  0.00
H  0.497  4.511  -6.131  0.00
H  1.758  6.014  -4.933  0.00
H  2.581  7.061  -2.860  0.00
H  4.183  3.321  -1.567  0.00
H  3.431  2.279  -3.673  0.00
H  4.848  3.512  1.348  0.00
H  3.912  1.252  1.818  0.00
H  -1.909  2.967  -0.576  0.00
H  -1.207  5.317  -0.986  0.00
H  1.129  5.986  -0.512  0.00
C  -0.279  -3.645  2.117  0.00
N  -0.032  -2.227  2.402  0.01
C  1.245  -1.874  2.857  0.00
S  1.446  -1.026  4.266  0.00
N  2.234  -2.290  2.057  0.00
C  3.622  -1.944  2.265  0.00
H  -1.326  -3.759  1.845  0.00
H  -0.057  -4.266  2.990  0.00
H  0.319  -3.990  1.279  0.00
H  -0.700  -1.888  3.081  0.00
H  1.978  -2.635  1.144  0.00
H  3.681  -0.971  2.747  0.00
H  4.118  -1.907  1.296  0.00
H  4.126  -2.675  2.900  0.00
Te  -2.239  0.486  2.579  -0.01
C  -3.405  2.003  1.662  0.00
C  -4.438  1.699  0.775  0.00
C  -5.139  2.706  0.121  0.00
C  -4.830  4.038  0.359  0.00
C  -3.823  4.353  1.261  0.00
C  -3.115  3.346  1.904  0.00
H  -4.712  0.662  0.611  0.00
H  -5.940  2.448  -0.562  0.00
H  -5.381  4.823  -0.143  0.00
H  -3.583  5.390  1.465  0.00
H  -2.322  3.602  2.595  0.00



# 2
Formula: C34H34AuN4P2S
Source: OMol25
Level of theory: the ωB97M-V functional and the def2-TZVPD basis

Charge = +3
DFT total energy = -74850.839 eV
Multiplicity = 1
Lowest unoccupied orbital energy = -0.408 hartree

Each line ends with the Löwdin charge.
Atoms and positions in Å:
Au  -0.488  1.269  1.546  0.48
C  1.883  -3.484  0.387  -0.06
N  1.360  -2.129  0.063  -0.37
P  -0.479  -1.770  0.253  1.06
C  -1.154  -2.968  -0.918  -0.40
C  -1.170  -4.348  -0.704  -0.09
C  -1.662  -5.195  -1.682  -0.04
C  -2.155  -4.671  -2.869  -0.03
C  -2.174  -3.302  -3.079  -0.05
C  -1.676  -2.450  -2.104  -0.11
C  -0.724  -2.484  1.899  -0.42
C  0.244  -2.482  2.903  -0.14
C  -0.049  -2.984  4.162  -0.06
C  -1.320  -3.464  4.438  -0.04
C  -2.299  -3.443  3.456  -0.04
C  -2.006  -2.956  2.191  -0.08
P  2.368  -0.929  -0.113  1.17
C  1.912  0.241  -1.298  -0.37
C  1.106  -0.136  -2.387  -0.08
C  0.946  0.762  -3.423  -0.03
C  1.536  2.019  -3.356  0.01
C  2.313  2.400  -2.266  -0.02
C  2.505  1.517  -1.226  -0.06
C  4.080  -1.320  -0.043  -0.36
C  4.874  -1.034  1.069  -0.06
C  6.219  -1.359  1.023  -0.03
C  6.744  -1.963  -0.110  0.00
C  5.944  -2.238  -1.213  -0.02
C  4.602  -1.912  -1.203  -0.06
H  1.985  -4.002  -0.568  0.12
H  1.167  -3.996  1.019  0.08
H  2.851  -3.437  0.877  0.10
H  -0.825  -4.763  0.234  0.11
H  -1.672  -6.263  -1.518  0.12
H  -2.547  -5.337  -3.626  0.13
H  -2.592  -2.900  -3.991  0.12
H  -1.728  -1.376  -2.245  0.09
H  1.241  -2.101  2.715  0.09
H  0.718  -3.016  4.922  0.11
H  -1.550  -3.858  5.418  0.12
H  -3.290  -3.814  3.670  0.12
H  -2.780  -2.957  1.433  0.12
H  0.678  -1.126  -2.448  0.09
H  0.375  0.477  -4.295  0.13
H  1.400  2.710  -4.177  0.13
H  2.776  3.376  -2.243  0.13
H  3.124  1.798  -0.382  0.12
H  4.457  -0.570  1.953  0.12
H  6.854  -1.144  1.870  0.13
H  7.794  -2.221  -0.142  0.13
H  6.371  -2.700  -2.092  0.13
H  3.987  -2.106  -2.073  0.12
C  0.725  0.989  5.986  0.00
C  0.457  0.950  4.564  -0.17
N  0.244  0.920  3.438  0.01
H  1.383  0.161  6.248  0.10
H  -0.218  0.898  6.525  0.11
H  1.203  1.938  6.231  0.11
N  -2.172  4.050  0.793  0.14
C  -2.223  3.326  -0.315  -0.76
S  -1.435  1.776  -0.474  0.53
N  -2.908  3.735  -1.374  0.07
C  -3.565  4.986  -1.610  -0.22
C  -4.654  4.950  -2.481  -0.01
C  -5.321  6.125  -2.781  -0.04
C  -4.904  7.326  -2.217  -0.04
C  -3.807  7.349  -1.365  -0.05
C  -3.122  6.182  -1.058  -0.04
H  -1.682  3.696  1.597  0.07
H  -2.780  4.850  0.908  0.12
H  -3.030  3.050  -2.107  0.13
H  -4.985  4.013  -2.908  0.12
H  -6.169  6.100  -3.450  0.12
H  -5.424  8.243  -2.455  0.12
H  -3.466  8.284  -0.943  0.12
H  -2.223  6.248  -0.461  0.11